No. 1
{"formula": "C8H16ORuS4", "method": "wB97M-V/def2-TZVPD", "homo_energy_ev": -16.1, "energy_ha": -2076.66306, "charge": 2, "gap_ev": 8.48, "relative_energy_kj_mol": 0.00, "lumo_ev": -7.59, "elements": ["Ru", "C", "C", "S", "C", "C", "S", "C", "C", "S", "C", "C", "S", "H", "H", "H", "H", "H", "H", "H", "H", "H", "H", "H", "H", "H", "H", "H", "H", "O"], "xyz": [[-0.1118, -0.0026, -1.5027], [-1.6433, 2.5890, -0.3587], [-2.2669, 1.3468, 0.2642], [-2.3138, -0.0675, -0.9171], [-2.1863, -1.4786, 0.2634], [-1.4990, -2.6824, -0.3671], [0.0337, -2.3424, -1.3169], [1.5350, -2.6365, -0.2418], [2.3462, -1.4984, 0.4504], [1.7007, 0.0503, -0.1837], [2.2588, 1.6327, 0.4514], [1.3904, 2.7228, -0.2487], [-0.0963, 2.3447, -1.3149], [-1.4745, 3.3480, 0.4053], [-2.2965, 3.0281, -1.1142], [-3.2929, 1.5651, 0.5604], [-1.7043, 1.0200, 1.1344], [-3.1978, -1.7498, 0.5653], [-1.6349, -1.1230, 1.1296], [-2.1257, -3.1510, -1.1271], [-1.2893, -3.4363, 0.3917], [2.1886, -3.1484, -0.9444], [1.2393, -3.3598, 0.5164], [3.4058, -1.5820, 0.2062], [2.2168, -1.4873, 1.5316], [3.3138, 1.7718, 0.2128], [2.1232, 1.6180, 1.5318], [2.0149, 3.2589, -0.9598], [1.0625, 3.4397, 0.5025], [0.3036, 0.0102, 0.4797]]}

No. 2
{"formula": "C52H55ClInN2O3P", "method": "wB97M-V/def2-TZVPD", "homo_energy_ev": -6.6, "energy_ha": -3341.39263, "charge": 0, "gap_ev": 6.46, "relative_energy_kj_mol": 293.40, "lumo_ev": -0.10, "elements": ["In", "C", "C", "C", "C", "C", "C", "C", "C", "C", "C", "C", "C", "N", "C", "C", "C", "C", "C", "C", "C", "N", "C", "C", "C", "C", "C", "C", "C", "C", "C", "C", "C", "C", "H", "H", "H", "H", "H", "H", "H", "H", "H", "H", "H", "H", "H", "H", "H", "H", "H", "H", "H", "H", "H", "H", "H", "H", "H", "H", "H", "H", "H", "H", "H", "H", "H", "H", "H", "H", "H", "H", "H", "O", "C", "O", "C", "C", "C", "C", "C", "C", "P", "C", "C", "C", "C", "C", "C", "C", "C", "C", "C", "C", "C", "H", "H", "H", "H", "H", "H", "H", "H", "H", "H", "H", "H", "H", "H", "O", "C", "Cl", "C", "H", "H"], "xyz": [[-0.8275, -0.2149, -0.7828], [1.9893, 4.2219, 1.4751], [0.8957, 3.4172, 2.1945], [0.8417, 3.8355, 3.6689], [-0.4674, 3.6019, 1.5508], [-0.8764, 4.8962, 1.2495], [-2.0977, 5.1486, 0.6547], [-2.9422, 4.0928, 0.3571], [-2.5743, 2.7839, 0.6310], [-3.5606, 1.6604, 0.3655], [-4.7029, 1.7319, 1.3847], [-4.1168, 1.6987, -1.0598], [-1.3259, 2.5322, 1.2355], [-0.9486, 1.1837, 1.3847], [-0.5376, 0.7109, 2.4939], [-0.1785, -0.6574, 2.7677], [0.7345, -0.8414, 3.8253], [1.0554, -2.0815, 4.3117], [0.3809, -3.1953, 3.8005], [-0.5615, -3.0438, 2.8185], [-0.8504, -1.7880, 2.2162], [-1.6942, -1.7232, 1.1408], [-2.8526, -2.5297, 1.1331], [-3.6868, -2.6453, 2.2898], [-4.8759, -3.3588, 2.2158], [-5.3126, -3.9561, 1.0516], [-4.5312, -3.8269, -0.0768], [-3.3207, -3.1457, -0.0628], [-2.5938, -3.0677, -1.3927], [-3.3722, -2.1601, -2.3543], [-2.3572, -4.4406, -2.0247], [-3.4104, -2.0031, 3.6444], [-3.2152, -3.0698, 4.7292], [-4.5375, -1.0455, 4.0509], [2.9728, 3.8091, 1.7068], [1.9841, 5.2641, 1.7962], [1.8440, 4.2000, 0.3955], [1.1722, 2.3622, 2.1419], [0.5548, 4.8847, 3.7491], [1.8172, 3.7051, 4.1412], [0.1066, 3.2500, 4.2224], [-0.2255, 5.7280, 1.4886], [-2.3951, 6.1644, 0.4286], [-3.9091, 4.2976, -0.0846], [-3.0531, 0.7044, 0.5177], [-5.2946, 2.6376, 1.2398], [-4.3052, 1.7413, 2.4003], [-5.3587, 0.8665, 1.2751], [-4.6986, 2.6046, -1.2331], [-4.7749, 0.8440, -1.2234], [-3.3096, 1.6649, -1.7949], [-0.4890, 1.3667, 3.3708], [1.2085, 0.0380, 4.2500], [1.7966, -2.1964, 5.0910], [0.6027, -4.1843, 4.1827], [-1.1005, -3.9007, 2.4390], [-5.4895, -3.4410, 3.1047], [-6.2460, -4.5030, 1.0238], [-4.8748, -4.2750, -1.0010], [-1.6107, -2.6441, -1.2232], [-4.2990, -2.6454, -2.6659], [-2.7843, -1.9321, -3.2472], [-3.6346, -1.2217, -1.8630], [-3.2934, -4.9739, -2.1859], [-1.7202, -5.0540, -1.3864], [-1.8613, -4.3262, -2.9910], [-2.5046, -1.4105, 3.5907], [-4.1392, -3.6242, 4.9004], [-2.9157, -2.6022, 5.6693], [-2.4429, -3.7799, 4.4406], [-5.4564, -1.5832, 4.2871], [-4.7487, -0.3416, 3.2463], [-4.2388, -0.4816, 4.9371], [2.9200, -3.0584, -2.4449], [3.2647, -1.9258, -2.5694], [2.6216, -0.9170, -1.8429], [4.3106, -1.3776, -3.4423], [5.0964, -2.1399, -4.2981], [6.0176, -1.4927, -5.0999], [6.1469, -0.1077, -5.0467], [5.3649, 0.6499, -4.1871], [4.4445, 0.0080, -3.3755], [3.1619, 0.5792, -2.1300], [4.5445, 0.6082, -0.8179], [5.4324, 1.6821, -0.7951], [6.5125, 1.6963, 0.0719], [6.7240, 0.6262, 0.9298], [5.8500, -0.4495, 0.9148], [4.7676, -0.4612, 0.0449], [2.0702, 0.9952, -3.6192], [2.2204, 2.2269, -4.2500], [1.4909, 2.5328, -5.3863], [0.6004, 1.6049, -5.9077], [0.4576, 0.3682, -5.2988], [1.1966, 0.0599, -4.1651], [4.9707, -3.2142, -4.3242], [6.6419, -2.0601, -5.7763], [6.8657, 0.3884, -5.6858], [5.4733, 1.7267, -4.1569], [5.2756, 2.5204, -1.4694], [7.1936, 2.5376, 0.0789], [7.5651, 0.6342, 1.6103], [6.0092, -1.2875, 1.5810], [4.0952, -1.3104, 0.0516], [2.9011, 2.9616, -3.8279], [1.6091, 3.4946, -5.8686], [0.0154, 1.8442, -6.7858], [-0.2283, -0.3656, -5.7030], [1.0725, -0.9126, -3.7063], [0.6801, -3.7109, 0.0723], [0.3336, -2.7090, -0.3167], [0.6719, 2.4851, -1.4075], [2.2160, 1.7569, -0.9371], [2.0652, 1.2019, -0.0063], [2.9025, 2.5766, -0.7319]]}

No. 3
{"formula": "C2H7N2S2", "method": "wB97M-V/def2-TZVPD", "homo_energy_ev": -13.8, "energy_ha": -985.98103, "charge": 1, "gap_ev": 8.71, "relative_energy_kj_mol": 195.14, "lumo_ev": -5.11, "elements": ["C", "C", "N", "N", "S", "S", "H", "H", "H", "H", "H", "H", "H"], "xyz": [[-0.9847, 0.9158, -2.0381], [0.7087, -0.5180, 0.4580], [-0.2836, -1.6083, 0.2864], [0.2714, 0.7612, 1.2217], [-0.8958, 2.3037, -1.1961], [-1.4855, 0.0713, -3.2436], [1.3396, -1.0408, 1.1561], [1.1475, -0.1675, -0.5267], [0.1003, -2.4204, 0.5949], [-0.8996, -1.5462, -0.5956], [-0.2878, 1.4858, 0.5745], [0.0905, 0.5140, 2.1759], [1.1790, 1.2491, 1.1325]]}

No. 4
{"formula": "C3H6N4O", "method": "wB97M-V/def2-TZVPD", "homo_energy_ev": -7.2, "energy_ha": -411.97312, "charge": 0, "gap_ev": 6.98, "relative_energy_kj_mol": 619.14, "lumo_ev": -0.22, "elements": ["C", "C", "C", "H", "H", "H", "H", "H", "H", "N", "N", "N", "N", "O"], "xyz": [[-0.2552, 0.7023, -0.1425], [2.0507, -0.1636, -0.0428], [-0.2490, -0.7544, -0.0091], [-1.8407, 2.3238, -0.9827], [-1.6809, 1.3763, 1.2396], [1.2907, 2.0000, -0.3519], [1.3031, -2.2237, 0.3540], [-2.1200, -0.8932, 0.3544], [-1.4727, -2.4257, -0.8021], [-1.1051, 1.8440, 0.1351], [1.1665, 0.9294, 0.0361], [1.0637, -1.2835, -0.0154], [-1.3787, -1.5880, 0.1179], [3.2277, 0.1562, 0.1094]]}